(1)
Molecular formula: C6H9NOS
Method: DFT, ωB97M-V/def2-TZVPD

Each line ends with the Mulliken charge.
Geometry (Å):
O1 -0.128 -3.022 -2.630  -0.415
N1 -0.397 -1.822 -2.011  -0.275
C1 0.248 -1.714 -0.917  -0.689
C2 0.134 -0.502 -0.083  0.955
C3 0.831 -0.445 1.052  -0.552
C4 0.882 0.691 2.027  -0.733
S1 0.271 2.260 1.362  -0.155
C5 -1.160 1.593 0.496  -0.825
C6 -0.771 0.603 -0.593  -0.324
H1 -0.669 -2.953 -3.452  0.377
H2 0.921 -2.533 -0.596  0.319
H3 1.408 -1.328 1.326  0.282
H4 1.917 0.884 2.350  0.374
H5 0.313 0.433 2.920  0.329
H6 -1.659 2.468 0.093  0.382
H7 -1.802 1.138 1.230  0.363
H8 -0.277 1.155 -1.430  0.228
H9 -1.659 0.144 -1.007  0.358

Calculated values
Structure (SMILES) = O/N=C/C1=CCSCC1
Orbital gap = 9.512 eV
LUMO energy = 0.87 eV
Net charge = 0

=====

(2)
Molecular formula: C10H17NP
Method: DFT, ωB97M-V/def2-TZVPD

Each line ends with the Mulliken charge.
Geometry (Å):
C1 0.866 -1.316 2.104  -1.081
N1 1.463 -0.528 1.033  0.046
C2 2.447 0.619 1.320  -0.943
P1 0.702 -0.432 -0.398  1.152
C3 1.843 0.288 -1.738  -1.292
C4 0.578 -2.133 -0.820  -1.480
C5 -0.969 0.241 -0.361  0.773
C6 -1.195 1.336 0.415  -0.324
C7 -2.368 2.001 0.397  -0.529
C8 -3.358 1.684 -0.453  -0.471
C9 -3.091 0.660 -1.366  -0.537
C10 -1.981 -0.118 -1.275  -0.382
H1 0.154 -0.597 2.611  0.343
H2 0.382 -2.244 1.930  0.414
H3 1.779 -1.512 2.737  0.383
H4 3.265 0.412 0.597  0.384
H5 2.033 1.643 1.223  0.299
H6 2.853 0.552 2.435  0.310
H7 2.718 -0.351 -1.560  0.447
H8 2.022 1.279 -1.579  0.445
H9 1.322 0.229 -2.767  0.393
H10 1.226 -2.658 0.014  0.376
H11 0.887 -2.414 -1.800  0.452
H12 -0.411 -2.484 -0.690  0.456
H13 -0.510 1.598 1.303  0.119
H14 -2.593 2.773 1.209  0.294
H15 -4.330 2.161 -0.469  0.418
H16 -3.872 0.334 -2.068  0.329
H17 -1.863 -1.024 -1.985  0.211

Calculated values
Structure (SMILES) = C[N+](C)=P(C)(C)c1ccccc1
Orbital gap = 10.297 eV
LUMO energy = -2.98 eV
Net charge = +1

=====

(3)
Molecular formula: C30H72N4O2
Method: DFT, ωB97M-V/def2-TZVPD

Each line ends with the Löwdin spin population.
Geometry (Å):
C1 4.285 -0.517 0.936  0.042
C2 5.024 -1.451 -0.106  0.008
N1 4.273 -1.409 -1.367  0.002
C3 4.920 -2.138 -2.451  0.002
C4 4.618 -1.689 -3.925  0.003
C5 2.839 -1.548 -1.261  0.012
C6 2.355 -2.899 -0.753  0.024
H1 4.021 0.440 0.485  0.016
H2 4.979 -0.462 1.775  0.006
H3 3.439 -1.025 1.399  0.019
H4 6.021 -1.041 -0.264  0.001
H5 5.200 -2.435 0.330  0.002
H6 5.956 -2.429 -2.274  0.000
H7 4.513 -3.149 -2.437  0.001
H8 3.602 -1.894 -4.265  0.000
H9 4.622 -0.601 -3.990  0.001
H10 5.379 -2.077 -4.601  0.000
H11 2.379 -1.336 -2.226  0.001
H12 2.546 -0.637 -0.738  0.014
H13 1.283 -2.760 -0.891  0.006
H14 2.618 -3.078 0.289  0.013
H15 2.684 -3.743 -1.359  0.002
C7 0.092 -2.396 -4.636  0.002
C8 -1.115 -1.436 -4.665  0.001
N2 -0.833 -0.016 -4.439  0.001
C9 -0.537 0.291 -3.009  0.012
C10 -1.785 0.390 -2.173  0.020
C11 -0.011 0.640 -5.486  0.003
C12 -0.653 0.487 -6.847  0.001
H16 0.876 -2.154 -5.354  0.000
H17 -0.175 -3.426 -4.874  0.001
H18 0.543 -2.258 -3.653  0.001
H19 -1.642 -1.626 -5.600  0.000
H20 -1.887 -1.618 -3.918  0.000
H21 0.084 -0.491 -2.573  0.003
H22 0.022 1.226 -3.052  0.011
H23 -2.383 -0.512 -2.043  0.002
H24 -1.666 0.838 -1.187  0.008
H25 -2.537 1.017 -2.652  0.002
H26 0.983 0.200 -5.563  0.000
H27 0.136 1.688 -5.228  0.002
H28 -1.680 0.854 -6.859  0.000
H29 -0.767 -0.550 -7.164  0.000
H30 -0.115 1.012 -7.636  0.000
C13 -0.625 4.994 2.785  0.011
C14 -0.520 6.583 2.579  0.003
N3 0.860 7.093 2.662  0.000
C15 1.764 6.542 1.689  0.009
C16 1.447 6.835 0.208  0.010
C17 0.913 8.582 2.515  0.000
C18 0.115 9.317 3.519  0.000
H31 -0.155 4.736 3.734  0.005
H32 -0.102 4.406 2.031  0.003
H33 -1.647 4.644 2.924  0.002
H34 -0.865 6.650 1.547  0.001
H35 -1.202 7.141 3.219  0.001
H36 2.782 6.903 1.832  0.001
H37 1.853 5.476 1.901  0.007
H38 0.505 6.325 0.004  0.004
H39 1.332 7.886 -0.055  0.000
H40 2.170 6.526 -0.547  0.004
H41 0.715 9.030 1.541  0.000
H42 1.958 8.772 2.758  0.000
H43 -0.847 9.514 3.044  0.000
H44 0.641 10.173 3.941  0.000
H45 -0.082 8.676 4.378  0.000
C19 -1.056 -7.297 -1.303  0.003
C20 -2.640 -7.002 -1.500  0.000
N4 -2.883 -5.668 -0.977  0.001
C21 -4.206 -5.520 -0.428  0.002
C22 -4.138 -6.200 0.903  0.004
C23 -2.456 -4.527 -1.835  0.002
C24 -1.774 -3.502 -0.899  0.016
H46 -0.630 -8.230 -1.670  0.000
H47 -0.758 -7.273 -0.254  0.002
H48 -0.373 -6.478 -1.531  0.001
H49 -2.920 -7.042 -2.553  0.000
H50 -3.247 -7.743 -0.980  0.000
H51 -5.014 -6.001 -0.980  0.000
H52 -4.400 -4.465 -0.234  0.003
H53 -5.135 -6.273 1.338  0.000
H54 -3.380 -5.781 1.565  0.004
H55 -3.882 -7.258 0.856  0.000
H56 -1.753 -4.871 -2.594  0.000
H57 -3.321 -4.084 -2.329  0.001
H58 -1.621 -2.606 -1.501  0.003
H59 -2.263 -3.124 -0.002  0.009
H60 -0.803 -3.870 -0.567  0.006
C25 -2.101 1.103 8.424  0.011
C26 -1.975 0.293 7.202  0.012
O1 -2.346 -0.858 7.176  0.004
C27 -1.243 0.888 5.995  0.027
H61 -1.674 0.575 9.276  0.001
H62 -3.168 1.229 8.607  0.002
H63 -1.593 2.067 8.384  0.003
H64 -0.335 1.404 6.307  0.006
H65 -1.866 1.575 5.422  0.010
H66 -0.919 0.004 5.445  0.002
C28 0.372 1.060 2.579  0.087
C29 -1.044 1.083 2.171  0.184
O2 -1.517 2.060 1.522  0.128
C30 -1.789 -0.233 2.270  0.069
H67 0.350 0.663 3.593  0.006
H68 0.789 2.063 2.669  0.007
H69 1.032 0.419 1.994  0.035
H70 -2.588 -0.228 1.529  0.009
H71 -2.070 -0.486 3.292  0.004
H72 -1.184 -0.949 1.714  0.035

Calculated values
2S+1 = 2
Orbital gap (alpha / beta) = 2.051 / 8.001 eV
Expectation value of S² = 0.7519
LUMO energy (alpha / beta) = 2.60 / 2.55 eV
Net charge = -1

=====

(4)
Molecular formula: C15H46N7O11
Method: DFT, ωB97M-V/def2-TZVPD

Each line ends with the Mulliken charge.
Geometry (Å):
C1 -0.342 0.908 0.661  0.078
C2 0.979 0.798 -0.089  2.985
O1 2.046 1.440 0.383  -1.034
H1 -0.271 0.572 1.698  -0.304
H2 -1.049 0.260 0.136  -0.227
H3 -0.760 1.914 0.699  0.119
H4 0.737 0.970 -1.178  -1.036
H5 1.217 -0.332 -0.176  -1.155
C3 -4.164 -2.131 3.077  -1.190
C4 -4.499 -3.109 1.962  0.624
C5 -3.954 -2.736 0.594  -0.920
O2 -2.552 -2.826 0.594  -0.248
C6 -1.987 -2.190 -0.525  -0.739
N1 -4.038 -4.494 2.246  -0.800
H6 -4.880 -1.308 3.163  0.385
H7 -3.181 -1.667 2.961  0.157
H8 -4.144 -2.626 4.050  0.329
H9 -5.589 -3.162 1.863  0.331
H10 -4.256 -1.714 0.331  0.427
H11 -4.401 -3.420 -0.139  0.337
H12 -2.330 -1.152 -0.599  0.401
H13 -2.430 -2.628 -1.439  0.429
H14 -0.910 -2.243 -0.635  0.051
H15 -3.812 -4.613 3.228  0.296
H16 -3.127 -4.591 1.801  0.281
C7 0.799 -2.994 -3.275  -0.233
C8 1.984 -2.887 -2.333  -0.085
O3 1.522 -2.942 -0.996  -0.592
O4 1.173 -2.818 -4.635  -0.598
H17 0.031 -2.272 -2.984  0.113
H18 0.335 -3.981 -3.140  0.328
H19 2.464 -1.912 -2.490  -0.035
H20 2.749 -3.632 -2.555  0.315
H21 1.529 -2.059 -0.604  -0.148
H22 0.671 -2.079 -4.986  0.356
C9 1.349 5.647 -1.527  -0.687
C10 0.281 4.601 -1.314  0.254
O5 -0.149 4.525 0.021  -0.462
O6 2.659 5.196 -1.150  -0.478
H23 1.195 6.563 -0.955  0.260
H24 1.371 5.941 -2.586  0.331
H25 0.665 3.628 -1.638  -0.145
H26 -0.519 4.848 -2.029  0.340
H27 -1.080 4.733 0.099  0.268
H28 3.133 4.939 -1.942  0.266
C11 0.593 -2.321 2.730  0.179
C12 1.382 -1.227 3.395  -0.175
O7 1.456 -1.379 4.806  -0.606
O8 -0.810 -2.090 2.968  -0.365
H29 0.883 -3.333 3.029  0.475
H30 0.751 -2.247 1.644  -0.245
H31 0.946 -0.258 3.126  0.036
H32 2.380 -1.186 2.957  0.253
H33 0.574 -1.617 5.109  0.349
H34 -1.307 -2.756 2.477  0.130
C13 0.296 1.497 -4.166  0.713
O9 -0.860 1.202 -3.907  -0.651
N2 0.593 2.527 -5.037  -0.465
N3 1.376 0.775 -3.719  -0.118
H35 -0.202 3.102 -5.255  0.246
H36 1.483 2.980 -5.133  0.180
H37 2.292 1.171 -3.826  0.202
H38 1.188 0.211 -2.907  -0.100
C14 -1.266 2.757 3.351  0.631
O10 -0.127 3.114 3.243  -0.543
N4 -1.710 1.808 4.269  -0.459
N5 -2.272 3.197 2.518  -0.368
H39 -2.529 1.271 4.064  0.182
H40 -0.963 1.533 4.879  0.248
H41 -3.202 2.829 2.462  0.146
H42 -2.040 3.885 1.830  0.176
C15 5.036 -0.009 -1.354  0.470
O11 6.171 -0.206 -1.784  -0.732
N6 4.122 0.822 -1.956  -0.167
N7 4.619 -0.401 -0.121  -0.248
H43 4.388 1.490 -2.651  0.207
H44 3.319 0.975 -1.345  0.099
H45 5.280 -0.922 0.422  0.162
H46 3.699 -0.157 0.238  0.209

Calculated values
Orbital gap = 6.063 eV
LUMO energy = 2.29 eV
Net charge = -1

=====

(5)
Molecular formula: C3H12N2O2
Method: DFT, ωB97M-V/def2-TZVPD

Each line ends with the Mulliken charge.
Geometry (Å):
N1 -2.437 -0.404 -0.091  -0.499
C1 -1.948 0.940 0.109  -0.655
C2 -0.552 0.963 0.732  0.260
N2 -0.720 0.689 2.166  -0.553
C3 0.393 -0.128 0.137  -0.542
O1 1.687 0.324 -0.180  -0.519
H1 -2.165 -1.077 0.607  0.176
H2 -3.385 -0.541 -0.359  0.178
H3 -2.566 1.447 0.859  0.306
H4 -1.936 1.438 -0.856  0.335
H5 -0.081 1.933 0.552  0.220
H6 0.048 0.301 2.691  0.163
H7 -1.270 1.354 2.691  0.161
H8 0.333 -1.000 0.787  0.377
H9 -0.067 -0.317 -0.834  0.288
H10 2.063 0.836 0.530  0.303
O2 4.520 -2.205 -2.950  -0.628
H11 3.963 -1.537 -3.322  0.314
H12 4.121 -3.015 -3.270  0.314

Calculated values
Structure (SMILES) = NC[C@@H](N)CO.O
Orbital gap = 9.686 eV
LUMO energy = 0.88 eV
Net charge = 0

=====

(6)
Molecular formula: C11H11NO4
Method: DFT, ωB97M-V/def2-TZVPD

Each line ends with the Mulliken charge.
Geometry (Å):
C1 3.435 3.940 1.327  -0.635
O1 2.807 3.291 0.192  -0.290
C2 1.789 2.443 0.557  0.661
O2 1.654 1.971 1.710  -0.518
O3 0.959 2.124 -0.530  -0.165
N1 0.169 0.939 -0.387  -0.394
C3 -0.335 0.462 -1.504  0.728
C4 0.013 1.081 -2.828  -1.150
C5 -1.298 -0.706 -1.463  0.258
O4 -1.966 -0.895 -2.478  -0.596
C6 -1.477 -1.680 -0.315  0.390
C7 -0.474 -1.872 0.712  -0.161
C8 -0.616 -2.838 1.702  -0.786
C9 -1.803 -3.624 1.719  -0.234
C10 -2.854 -3.368 0.834  -0.628
C11 -2.663 -2.436 -0.197  -0.246
H1 4.361 4.462 1.055  0.245
H2 3.759 3.199 2.062  0.303
H3 2.773 4.653 1.777  0.303
H4 -0.413 2.048 -2.867  0.338
H5 -0.395 0.553 -3.741  0.315
H6 1.107 1.161 -3.019  0.342
H7 0.448 -1.304 0.799  0.312
H8 0.139 -2.935 2.415  0.458
H9 -1.930 -4.390 2.490  0.337
H10 -3.759 -3.918 0.924  0.405
H11 -3.429 -2.363 -0.947  0.409

Calculated values
Structure (SMILES) = COC(=O)O/N=C(\C)C(=O)c1ccccc1
Orbital gap = 9.008 eV
LUMO energy = -0.51 eV
Net charge = 0

=====

Relative energy (zero: lowest compared OMol25 entry of this formula, charge and spin) (computed, eV): 0.7346; 0.0000; 0.0757; 0.1669; 1.5902; 1.8780
Max |F| (computed, eV Å⁻¹): 1.5; 4.4; 2.7; 2.1; 2.1; 4.5